1.
12
Properties=species:S:1:pos:R:3:forces:R:3:nbo_charge:R:1 method="wB97M-V/def2-TZVPD" orbital_gap_ev=9.64 homo_ev=-8.8 relative_energy_kj_mol=180.00 e_tot_ev=-9461.9297 lumo_energy_ev=0.854 multiplicity=1
C 1.632 0.011 -0.243 -2.91 0.88 -1.23 0.685
C -1.134 0.769 0.099 -2.82 0.96 1.56 -0.701
C -0.332 -0.145 -0.751 4.13 0.82 0.73 0.127
N 1.902 -1.109 0.450 2.03 -1.23 -0.31 -0.857
O 2.279 0.967 -0.590 -0.45 -1.39 0.35 -0.579
F -0.702 -1.450 -0.532 -0.01 -0.11 0.13 -0.374
H -1.021 1.876 0.093 0.99 -0.85 -0.52 0.250
H -1.108 0.504 1.216 0.18 0.03 -1.67 0.225
H -2.248 0.738 -0.179 1.30 -0.48 0.26 0.216
H -0.193 0.002 -1.827 -0.54 0.28 0.33 0.185
H 1.056 -1.625 0.616 0.13 -0.61 -0.06 0.409
H 2.811 -1.683 0.332 -2.03 1.70 0.43 0.413

=====

2.
13
Properties=species:S:1:pos:R:3:forces:R:3:nbo_charge:R:1 method="wB97M-V/def2-TZVPD" orbital_gap_ev=9.20 homo_ev=-8.5 smiles="FCCONC=S" relative_energy_kj_mol=271.00 e_tot_ev=-20296.0485 lumo_energy_ev=0.697 multiplicity=1
C -0.064 -0.215 -1.467 1.26 0.35 1.06 0.004
C -0.982 -0.784 -0.370 0.13 0.89 -0.67 -0.117
C 1.218 0.789 1.327 -0.42 -1.02 -0.31 -0.088
H -0.449 -0.374 -2.454 -0.46 -0.28 -0.45 0.181
H 0.976 -0.636 -1.402 -0.99 0.48 0.06 0.205
H -1.401 -1.741 -0.647 0.22 -0.37 -0.13 0.213
H -1.829 -0.095 -0.312 -0.09 0.12 0.28 0.179
H -0.819 0.706 1.876 1.24 -0.29 -0.61 0.382
H 1.094 1.838 1.560 0.40 0.24 0.39 0.200
N 0.003 0.209 1.471 -1.24 0.90 0.28 -0.300
O -0.397 -0.988 0.915 0.59 -0.19 -0.09 -0.344
F 0.036 1.213 -1.342 -0.14 -1.22 0.09 -0.386
S 2.616 0.078 0.845 -0.50 0.38 0.11 -0.129